Below is a molecular structure, C33H26FN2O3S4Tl, with properties calculated with wB97M-V/def2-TZVPD.

Geometry as XYZ:
```
70
Properties=species:S:1:pos:R:3:lowdin_charge:R:1
Tl 1.89645 0.24590 -0.95305 0.420
S 4.23031 -0.63875 -0.22848 0.559
C 4.60048 -1.30541 -1.80546 -0.739
C 5.92522 -1.23280 -2.27258 -0.153
C 6.31109 -1.78039 -3.48358 -0.137
C 5.35351 -2.38606 -4.29677 -0.138
C 4.03439 -2.42547 -3.87906 -0.153
C 3.62647 -1.91154 -2.63461 -0.724
S 1.93349 -2.03983 -2.18843 0.578
C -0.77504 -0.02134 -3.37294 -0.024
C -1.11126 0.60093 -2.22249 -0.395
C -2.46509 0.52126 -1.66891 -0.094
C -2.82672 1.27674 -0.61306 -0.122
C -1.88472 2.17062 -0.01190 -0.089
C -0.59748 2.15435 -0.49743 -0.386
C 0.33723 3.22024 0.04103 -0.359
S 2.12298 2.89254 0.09879 0.941
C 2.75352 3.93980 -1.18637 -0.529
C 2.96188 5.28232 -0.84330 -0.143
C 3.48755 6.19559 -1.74151 -0.139
C 3.83812 5.73610 -3.01259 -0.131
C 3.66368 4.40976 -3.35424 -0.152
C 3.11841 3.44670 -2.46402 -0.701
S 2.96802 1.81217 -3.02780 0.567
N -0.16269 1.35444 -1.48707 0.018
H 6.65296 -0.72828 -1.64685 0.084
H 7.34584 -1.71307 -3.80569 0.080
H 5.63098 -2.80387 -5.25873 0.079
H 3.27425 -2.86143 -4.51901 0.083
H -1.49804 -0.65342 -3.88124 0.035
H 0.22822 0.04032 -3.77775 0.018
H -3.16995 -0.15116 -2.14782 0.096
H -3.83719 1.21415 -0.21659 0.090
H -2.16808 2.84528 0.78529 0.084
H 0.03914 3.47495 1.05664 0.075
H 0.23340 4.10688 -0.58116 0.089
H 2.69489 5.60088 0.16000 0.092
H 3.63397 7.23115 -1.45721 0.078
H 4.26225 6.42258 -3.74036 0.085
H 3.95045 4.06097 -4.34029 0.081
C -2.56445 -3.11761 5.11449 -0.032
C -3.07098 -1.77457 4.58949 -0.328
C -4.58082 -1.74944 4.38931 -0.146
C -4.99730 -2.74987 3.31429 -0.146
C -4.13744 -2.61579 2.07789 -0.146
C -4.56063 -3.12194 0.86537 0.027
C -3.77071 -2.97692 -0.26426 -0.264
F -4.23527 -3.48540 -1.43042 0.041
C -2.56787 -2.33201 -0.23465 0.068
C -2.12044 -1.81539 0.98042 -0.028
C -0.80982 -1.10399 1.00954 -0.281
O -0.15869 -1.05579 -0.01673 -0.027
C -0.43500 -0.53042 2.28736 -0.015
C -1.23541 -0.74881 3.34992 0.015
N -2.41822 -1.42774 3.32961 -0.007
C -2.89405 -1.96093 2.13352 -0.086
C 0.81731 0.30689 2.54172 -0.613
O 0.98471 0.68297 3.71777 -0.033
O 1.54470 0.56489 1.54081 -0.158
H -3.08531 -3.39685 6.03661 0.079
H -1.49435 -3.05671 5.32100 0.084
H -2.71589 -3.90587 4.37242 0.082
H -2.79522 -0.99693 5.29929 0.140
H -4.87133 -0.74050 4.08390 0.124
H -5.07710 -1.96644 5.33794 0.111
H -6.04342 -2.59430 3.04435 0.112
H -4.92821 -3.76832 3.70784 0.111
H -5.51987 -3.62083 0.78670 0.121
H -1.94399 -2.20481 -1.11547 0.139
H -0.92778 -0.34038 4.30656 0.135
```

The calculation puts the LUMO energy at 0.135 Ha. The energy relative to the best compared isomer or geometry (same formula, charge and spin) comes out at 44.3 kcal/mol. The calculation puts the HOMO energy at -0.95 eV. As for the net charge: -2. As for the frontier orbital gap: 4.63 eV. Its spin multiplicity is 1.

=====

Below is a molecular structure, C33H26N5O5PRhS, with properties calculated with wB97M-V/def2-TZVPD.

Geometry as XYZ:
```
72
Properties=species:S:1:pos:R:3:lowdin_charge:R:1
Rh -2.05639 -0.20997 0.36151 1.111
O -2.89196 -1.45831 1.52300 -0.007
C -2.10838 -0.95880 2.24508 -0.247
C -1.15946 -0.38104 3.15212 -0.233
C -1.11024 -0.89021 4.45995 -0.038
C -0.20284 -0.37631 5.38173 -0.085
C 0.65973 0.64386 4.99898 -0.095
C 0.61435 1.15496 3.69723 -0.065
C -0.29981 0.66329 2.74783 -0.311
P -0.38544 1.29345 1.03064 1.051
C -1.87068 2.35891 1.01910 -0.431
C -2.58390 2.73981 2.16575 -0.084
C -3.71442 3.55827 2.07159 -0.077
C -4.14905 4.01316 0.82976 -0.095
C -3.45490 3.64985 -0.31948 -0.075
C -2.32789 2.82882 -0.22550 -0.124
C 0.97362 2.50547 0.91750 -0.345
C 2.20720 2.06994 0.40352 -0.084
C 3.29366 2.94318 0.29866 -0.076
C 3.16536 4.26800 0.70555 -0.091
C 1.95145 4.71985 1.21452 -0.084
C 0.86446 3.84654 1.31805 -0.080
H -1.77914 -1.69424 4.76246 0.119
H -0.16478 -0.77417 6.39279 0.104
H 1.37699 1.04598 5.71130 0.100
H 1.31629 1.94769 3.45032 0.103
H -2.27535 2.41995 3.15691 0.113
H -4.25550 3.83909 2.97151 0.102
H -5.02839 4.64753 0.75812 0.097
H -3.78927 4.00079 -1.29240 0.102
H -1.80571 2.55933 -1.14217 0.087
H 2.33629 1.03943 0.07688 0.103
H 4.23863 2.58671 -0.10302 0.108
H 4.00890 4.94835 0.62347 0.102
H 1.84530 5.75426 1.53171 0.101
H -0.06452 4.23732 1.72561 0.105
O 5.59894 -4.59591 0.73564 -0.404
S 5.75577 -5.59607 -0.32576 0.415
O 6.73823 -5.23368 -1.35164 -0.397
O 5.83834 -6.97612 0.16158 -0.396
C 4.13301 -5.55429 -1.24824 -0.324
N 3.98475 -6.45392 -2.24810 0.089
C 2.81205 -6.37716 -2.88345 -0.158
C 1.82131 -5.46662 -2.56514 -0.040
C 2.06865 -4.58562 -1.52023 -0.245
N 3.23445 -4.62239 -0.84962 0.138
C 1.10997 -3.54863 -1.05864 -0.188
C -0.18579 -3.40970 -1.57748 -0.040
C -1.01844 -2.40911 -1.08997 -0.183
N -0.66829 -1.53529 -0.12706 -0.225
C 0.57592 -1.67365 0.37388 -0.179
C 1.47551 -2.63983 -0.05002 -0.012
H 2.67883 -7.09160 -3.68990 0.094
H 0.90312 -5.46618 -3.13293 0.083
H -0.57220 -4.06184 -2.35055 0.089
H -2.02499 -2.28594 -1.47883 0.086
H 0.84993 -0.96809 1.15288 0.063
H 2.46190 -2.68192 0.40982 0.113
N -1.95887 1.93389 -5.43678 0.111
C -1.97382 1.56216 -4.08665 -0.306
C -3.17363 1.24018 -3.45750 0.001
C -3.13715 0.74934 -2.16104 -0.106
N -1.99808 0.52737 -1.47299 -0.165
C -0.84604 0.79020 -2.12399 -0.124
C -0.78481 1.28298 -3.41893 0.015
H -2.80538 2.40126 -5.74734 0.097
H -1.12064 2.43191 -5.71997 0.099
H -4.12554 1.36434 -3.96013 0.116
H -4.05305 0.50325 -1.63156 0.123
H 0.06047 0.57662 -1.56536 0.100
H 0.17771 1.44134 -3.89086 0.122
O -3.20638 0.88801 0.76628 -0.341
```

The calculation puts the LUMO energy (alpha / beta) at 0.051 / 0.020 Ha. The energy relative to the best compared isomer or geometry (same formula, charge and spin) comes out at 127.5 kcal/mol. The calculation puts the HOMO energy (alpha / beta) at -2.22 / -4.55 eV. As for the net charge: -1. As for the frontier orbital gap (alpha / beta): 3.60 / 5.09 eV. As for the expectation value of S²: 6.067. Its spin multiplicity is 5.

=====

Below is a molecular structure, C33H27BCl5N2O10RbS, with properties calculated with wB97M-V/def2-TZVPD.

Geometry as XYZ:
```
80
Properties=species:S:1:pos:R:3:lowdin_charge:R:1
Rb -0.53819 -1.85278 -1.07317 0.871
O -3.88731 1.77961 -1.14978 -0.056
C -3.30031 0.66015 -1.04774 -0.618
O -2.41827 0.07636 -1.72869 -0.177
C -3.77174 -0.09914 0.23238 -0.173
C -4.63084 0.54997 1.17498 0.009
C -5.15340 -0.22549 2.20132 -0.076
C -4.69141 -1.49055 2.37762 -0.006
C -3.65673 -1.97891 1.55420 -0.151
N -3.27430 -1.28537 0.45991 0.135
C -2.85794 -3.22795 1.71715 -0.483
O -3.12964 -4.09078 2.67202 0.155
O -1.92332 -3.32111 0.95895 -0.022
H 7.66601 3.29632 3.17643 0.096
H -5.01584 1.54588 1.02997 0.100
H -5.91400 0.25439 2.87489 0.121
H -5.01593 -2.15523 3.17645 0.078
H -3.75101 -3.79647 3.35492 0.066
Cl 1.25910 -5.53263 -0.61137 0.674
C 2.14994 -5.15563 -1.99701 -0.841
C 1.91928 -3.95492 -2.61670 -0.159
C 2.55450 -3.79402 -3.89191 -0.687
Cl 2.55772 -2.14004 -4.61676 0.523
C 3.26010 -4.74887 -4.56775 -0.805
Cl 3.94748 -4.50550 -6.07285 0.672
C 3.41234 -5.97705 -3.86895 -0.676
Cl 4.34909 -7.28225 -4.59963 0.577
C 2.93716 -6.12045 -2.57705 -0.744
Cl 3.54192 -7.47568 -1.69899 0.625
C -5.57993 2.63731 -3.77742 -0.040
C -4.58099 3.73977 -3.47788 -0.490
C -4.83073 4.63307 -2.27574 -0.043
O -3.73597 4.14409 -4.27011 0.025
H -5.25039 1.91718 -4.59567 0.099
H -6.53881 3.04229 -4.11686 0.072
H -5.68324 1.94498 -2.93157 0.067
H -4.87117 4.06643 -1.36380 0.051
H -5.81733 5.18263 -2.51081 0.100
H -4.13129 5.48593 -2.28108 0.076
O -5.25672 -3.63782 4.37810 -0.017
C -6.23250 -3.91407 5.07812 -0.508
N -7.03867 -4.97814 5.07459 -0.056
S -8.27950 -4.89334 6.01180 0.579
O -8.24899 -5.81972 7.15254 -0.347
O -9.48553 -4.88612 5.24298 -0.330
C -7.99449 -3.21585 6.53059 -0.200
C -8.77665 -2.25927 7.17190 -0.051
C -8.20663 -1.02990 7.49921 -0.099
C -6.92313 -0.79504 7.06196 -0.098
C -6.18986 -1.70927 6.29602 -0.024
C -6.69773 -2.95380 6.09493 -0.162
H -9.85849 -2.46103 7.40761 0.130
H -8.81444 -0.35514 8.10414 0.100
H -6.33306 0.08610 7.30645 0.096
H -5.20594 -1.37287 5.87002 0.136
C 9.76034 3.74590 -4.40560 0.117
C 8.55378 2.35800 -3.77107 -0.513
C 9.05775 0.95177 -3.59375 -0.121
C 7.17435 2.37734 -4.48534 -0.096
C 8.28771 3.10331 -2.46031 -0.320
C 7.59494 4.28735 -2.37042 -0.074
C 7.07056 4.97783 -1.16157 0.095
C 7.26518 4.21325 0.13179 -0.221
O 6.93502 4.40311 1.40039 0.218
B 7.61652 3.45632 2.05083 -0.356
O 8.38125 2.65931 1.19830 0.157
C 8.09114 3.16977 -0.02063 -0.224
C 8.57068 2.43385 -1.22694 0.083
H 10.83142 3.00027 -4.60466 0.098
H 9.21695 3.91448 -5.43754 0.029
H -2.07446 9.45944 3.63467 0.000
H 8.51599 0.36385 -2.65117 0.153
H 10.06802 0.90723 -3.35599 0.018
H 9.11915 0.50924 -4.68529 0.116
H 7.06775 1.40982 -5.27125 0.128
H 7.24629 3.43338 -4.94685 0.066
H 6.31319 2.05137 -3.67181 0.148
H 7.36778 4.81326 -3.40509 0.133
H 6.33372 5.76010 -1.24431 0.089
H 9.57265 1.69023 -1.16928 0.184
```

The calculation puts the LUMO energy (alpha / beta) at 0.031 / 0.098 Ha. The energy relative to the best compared isomer or geometry (same formula, charge and spin) comes out at 274.0 kcal/mol. The calculation puts the HOMO energy (alpha / beta) at -3.75 / -3.75 eV. As for the net charge: -2. As for the frontier orbital gap (alpha / beta): 4.59 / 6.42 eV. Its spin multiplicity is 1.

=====

Question: Look up the energy relative to the best compared isomer or geometry (same formula, charge and spin) of the third one.
Answer: 274.0 kcal/mol

=====

Question: Among the records above, which one has the lowest energy relative to the best compared isomer or geometry (same formula, charge and spin)?
Answer: C33H26FN2O3S4Tl

=====

Question: The highest net charge belongs to which entry?
Answer: C33H26N5O5PRhS